# 1
Formula: C4HN2O2S
Source: OMol25
Level of theory: ωB97M-V/def2-TZVPD

Properties
strongest force on any atom: 2.5 eV/A
net charge: -1
E_tot: -22072.5159 eV
gap between HOMO and LUMO: 7.52 eV
energy above the lowest of the compared OMol25 structures with the same formula, charge and spin: 71.6 kcal per mole

Element x y z (Å)
1 S -3.444 -0.189 -1.288
2 O 1.113 -1.769 0.684
3 O -2.893 2.381 -0.970
4 N -1.369 0.823 -0.286
5 N 3.171 -0.404 0.709
6 C 1.970 -0.715 0.659
7 C -2.618 1.210 -0.883
8 C -0.377 0.205 -0.022
9 C 0.634 -0.350 0.631
10 H 3.813 -1.192 0.765


# 2
Formula: C4H13N4O2
Source: OMol25
Level of theory: ωB97M-V/def2-TZVPD

Properties
strongest force on any atom: 4.3 eV/A
net charge: +1
E_tot: -14404.0687 eV
gap between HOMO and LUMO: 6.44 eV
energy above the lowest of the compared OMol25 structures with the same formula, charge and spin: 0.0 kcal per mole

Element x y z (Å)
1 O 4.257 0.919 1.257
2 O -1.041 1.871 -0.812
3 N -2.272 0.083 -1.617
4 N 2.967 0.936 1.711
5 N 2.794 -1.611 2.059
6 N 0.647 -0.192 1.786
7 C -1.887 0.999 -0.660
8 C -3.283 -0.921 -1.359
9 C -1.646 0.126 -2.922
10 C 2.185 -0.211 1.832
11 H 3.404 -1.868 1.251
12 H 3.359 -1.541 2.955
13 H -0.567 -0.015 -2.804
14 H -2.051 -0.656 -3.570
15 H -2.425 0.878 0.294
16 H 0.299 0.486 1.073
17 H 0.302 0.022 2.748
18 H -2.841 -1.912 -1.497
19 H -4.106 -0.785 -2.067
20 H -1.826 1.107 -3.371
21 H 2.612 1.902 1.982
22 H -3.670 -0.840 -0.340
23 H 4.789 1.225 2.072


# 3
Formula: C9H12F3OP
Source: OMol25
Level of theory: ωB97M-V/def2-TZVPD

Properties
strongest force on any atom: 4.3 eV/A
E_tot: -29011.4018 eV
gap between HOMO and LUMO: 9.28 eV
energy above the lowest of the compared OMol25 structures with the same formula, charge and spin: 36.6 kcal per mole

Element x y z (Å)
1 P -0.020 0.307 0.043
2 F -1.015 -2.620 -0.725
3 F 1.820 0.776 -1.603
4 F 0.956 -1.102 2.125
5 O -0.587 1.686 -0.001
6 C -1.424 -1.150 -2.438
7 C -0.801 -1.448 -1.352
8 C -1.385 -0.504 2.291
9 C 0.053 -0.148 1.877
10 C 1.834 0.291 -0.372
11 C -1.794 -1.772 2.465
12 C 2.511 1.009 0.691
13 C 2.623 2.359 0.570
14 C -1.488 0.284 -2.969
15 H 3.025 0.319 1.444
16 H 2.130 2.801 -0.270
17 H 2.444 -0.665 -0.482
18 H -1.219 -2.672 2.340
19 H -2.026 0.317 2.172
20 H -1.091 0.803 -2.180
21 H -1.972 -1.929 -3.029
22 H 3.000 2.919 1.340
23 H -2.431 0.832 -3.291
24 H -0.765 0.389 -3.818
25 H -2.749 -1.906 2.926
26 H 0.369 0.821 2.246


# 4
Formula: C4H11N3O
Source: OMol25
Level of theory: ωB97M-V/def2-TZVPD

Properties
strongest force on any atom: 0.9 eV/A
E_tot: -10841.2698 eV
gap between HOMO and LUMO: 10.20 eV
energy above the lowest of the compared OMol25 structures with the same formula, charge and spin: 90.9 kcal per mole

Element x y z (Å)
1 O 0.225 1.844 -1.093
2 N -1.815 0.630 1.002
3 N 0.566 2.004 1.254
4 N -0.818 0.297 0.032
5 C 0.520 1.210 0.067
6 C -0.607 -1.164 0.007
7 C 0.234 -1.584 -1.161
8 C 1.294 -2.377 -1.072
9 H 0.249 2.946 1.056
10 H 1.484 2.027 1.675
11 H -0.157 -1.486 0.953
12 H -1.600 -1.615 -0.058
13 H 1.850 -2.679 -1.950
14 H -0.087 -1.212 -2.129
15 H 1.365 0.506 0.046
16 H 1.642 -2.758 -0.119
17 H -0.767 1.031 -1.032
18 H -2.268 1.477 0.672
19 H -1.310 0.900 1.850


# 5
Formula: C10H20N4O
Source: OMol25
Level of theory: ωB97M-V/def2-TZVPD

Properties
strongest force on any atom: 5.2 eV/A
net charge: +2
E_tot: -18684.8598 eV
gap between HOMO and LUMO: 8.85 eV
energy above the lowest of the compared OMol25 structures with the same formula, charge and spin: 0.0 kcal per mole

Element x y z (Å)
1 O -0.692 3.390 -1.430
2 N 0.560 1.934 0.304
3 N -0.793 1.106 -1.412
4 N 1.856 -1.180 2.478
5 N 0.287 -3.152 1.155
6 C -0.071 0.804 -0.201
7 C -2.048 2.337 -3.160
8 C -1.011 0.107 0.799
9 C -1.151 2.245 -1.939
10 C 1.036 -0.305 -0.756
11 C -0.828 -1.098 1.279
12 C 1.254 -1.506 -0.180
13 C 2.248 -2.493 -0.638
14 C -2.125 1.003 1.221
15 C 0.221 -1.913 0.846
16 H 1.300 -0.659 3.228
17 H -2.446 1.830 0.484
18 H 3.003 -1.961 -1.344
19 H 2.065 -2.146 2.768
20 H -1.532 2.039 -4.119
21 H -3.092 0.538 1.216
22 H -2.000 1.403 2.196
23 H 1.717 0.101 -1.485
24 H 0.648 1.861 1.303
25 H -1.482 -1.295 2.084
26 H 0.031 3.339 -0.748
27 H -2.382 3.382 -3.125
28 H 2.905 -2.644 0.241
29 H -1.114 0.248 -1.882
30 H 1.358 2.404 -0.132
31 H -0.269 -3.516 1.818
32 H 2.751 -0.597 2.316
33 H 1.675 -3.373 -0.923
34 H 0.996 -3.840 0.675
35 H -2.875 1.606 -2.938


# 6
Formula: C3H5NO2
Source: OMol25
Level of theory: ωB97M-V/def2-TZVPD

Properties
strongest force on any atom: 0.6 eV/A
E_tot: -8773.8304 eV
gap between HOMO and LUMO: 10.02 eV
energy above the lowest of the compared OMol25 structures with the same formula, charge and spin: 89.1 kcal per mole

Element x y z (Å)
1 O -0.812 -0.541 0.267
2 O 0.659 0.870 1.016
3 N 2.733 0.709 0.173
4 C 1.662 0.109 0.429
5 C -0.629 0.562 1.009
6 C -1.927 -0.259 -0.590
7 H -1.993 -1.102 -1.272
8 H -2.845 -0.103 -0.018
9 H 3.428 0.049 -0.168
10 H -1.695 0.653 -1.151
11 H 1.420 -0.946 0.305


Number 4 is which compound?
C4H11N3O


The highest gap between HOMO and LUMO belongs to which entry?
C4H11N3O